No. 1
DFT (the ωB97M-V functional and the def2-TZVPD basis) results for C42H48BrIN6O3Pd as an isolated structure.

Structure (XYZ):
```
102
Properties=species:S:1:pos:R:3:forces:R:3:lowdin_charge:R:1
Pd 0.489924 -0.084251 -0.261447 -0.26 -0.15 -0.48 0.0461
C 2.032969 -3.472645 1.195523 0.06 0.00 0.08 -0.0773
C 1.809478 -4.086211 -0.186715 0.01 0.00 -0.01 -0.3626
C 2.516156 -3.256750 -1.264444 -0.06 -0.01 0.00 -0.0672
C 0.369714 -4.324042 -0.609049 0.15 -0.20 -0.13 -0.1364
C 0.140656 -5.408372 -1.455841 0.04 0.02 0.04 -0.0719
C -1.113805 -5.685405 -1.969542 -0.06 0.15 0.07 -0.1178
C -2.164021 -4.838060 -1.633448 0.10 -0.05 -0.05 -0.0653
C -1.973385 -3.742032 -0.803947 -0.13 -0.04 -0.02 -0.1325
C -3.147911 -2.838606 -0.474381 0.06 0.08 -0.02 -0.3693
C -4.052150 -3.470317 0.587978 -0.01 -0.03 -0.02 -0.0663
C -3.962820 -2.452096 -1.710358 -0.03 -0.01 -0.02 -0.0816
C -0.692980 -3.481881 -0.263099 -0.04 0.20 0.11 -0.1706
N -0.486202 -2.351167 0.534054 -0.26 0.02 -0.11 0.0702
C -0.938518 -2.398771 1.762739 -0.10 0.21 0.20 -0.5283
O -1.392897 -3.376767 2.408262 0.08 -0.04 -0.06 -0.0555
C -0.929748 -1.062841 2.512822 0.04 -0.06 -0.13 -0.1773
C -1.195640 -1.051553 3.877813 -0.02 0.08 0.00 -0.0258
C -1.248888 0.169667 4.531574 -0.02 0.01 0.02 -0.0819
C -1.058837 1.339752 3.810360 -0.01 -0.09 0.03 -0.0279
C -0.793277 1.242462 2.450495 0.07 0.06 -0.13 -0.1838
N -0.724874 0.063322 1.830720 0.06 0.01 0.06 0.1077
C -0.603302 2.526626 1.635201 -0.18 -0.16 0.25 -0.5282
O -0.870046 3.601293 2.229599 0.03 0.03 -0.08 -0.0506
N -0.191813 2.334055 0.408622 0.05 -0.01 -0.04 0.0782
C -0.118882 3.414226 -0.464625 -0.02 -0.08 0.15 -0.1845
C 1.145210 3.850795 -0.905915 0.16 0.12 -0.05 -0.1328
C 1.229452 4.862625 -1.854214 0.00 -0.07 -0.04 -0.0622
C 0.086518 5.458002 -2.377205 0.00 -0.08 0.08 -0.1157
C -1.154937 5.023584 -1.937776 0.03 -0.04 0.01 -0.0645
C -1.277499 4.008744 -0.993251 -0.11 0.12 -0.13 -0.1374
C -2.653647 3.540197 -0.565232 0.02 -0.09 0.00 -0.3718
C -3.381362 4.610657 0.247375 0.01 0.06 0.00 -0.0722
C -3.494459 3.082282 -1.758868 0.00 0.03 -0.03 -0.0739
C 2.369283 3.212903 -0.284930 -0.05 -0.08 -0.09 -0.3788
C 2.609620 3.766508 1.120829 0.00 0.05 0.03 -0.0534
C 3.630771 3.314081 -1.135119 0.05 0.01 0.03 -0.0825
H 3.086692 -3.601170 1.468448 0.03 -0.02 0.04 0.0678
H 1.409987 -3.950240 1.956104 0.01 -0.01 -0.03 0.0787
H 1.801371 -2.407747 1.200894 0.06 -0.11 -0.06 0.0420
H 2.266798 -5.083576 -0.164470 0.07 0.00 -0.04 0.1167
H 2.007909 -2.296890 -1.384566 0.04 0.02 0.02 0.0489
H 2.499435 -3.765842 -2.230589 0.00 -0.03 0.00 0.0754
H 3.559718 -3.060678 -0.990481 -0.02 -0.01 0.00 0.0691
H 0.983225 -6.043316 -1.718191 -0.01 -0.01 0.01 0.0997
H -1.270285 -6.531849 -2.628328 -0.01 -0.02 0.01 0.0805
H -3.154040 -5.032528 -2.031824 0.00 -0.01 -0.01 0.0948
H -2.721884 -1.921156 -0.061030 -0.03 0.00 0.00 0.1229
H -4.498519 -4.392742 0.199442 -0.01 -0.01 0.00 0.0707
H -4.865928 -2.787435 0.850933 -0.01 0.01 0.01 0.0688
H -3.480570 -3.704831 1.486098 0.00 -0.01 -0.04 0.0593
H -4.427913 -3.323531 -2.180219 -0.01 -0.02 0.02 0.0596
H -3.345531 -1.957536 -2.462002 0.05 0.00 0.02 0.0470
H -4.770087 -1.771070 -1.425897 0.03 0.03 0.00 0.0705
H -1.371325 -1.997885 4.368378 0.01 -0.01 0.02 0.0995
H -1.455175 0.211650 5.596480 0.01 0.00 0.00 0.0888
H -1.115479 2.326098 4.247587 0.00 0.00 0.02 0.0990
H 2.202937 5.187750 -2.202671 0.01 0.02 0.00 0.0886
H 0.165086 6.242104 -3.121778 0.00 0.01 0.00 0.0790
H -2.054126 5.475227 -2.346164 0.00 0.01 0.00 0.0965
H -2.504124 2.673298 0.078545 -0.02 0.00 -0.01 0.1231
H -3.542263 5.509676 -0.357768 0.00 0.00 0.01 0.0662
H -2.793885 4.874848 1.127397 0.01 -0.01 -0.02 0.0666
H -4.360282 4.247172 0.574005 -0.01 -0.01 0.01 0.0685
H -3.710718 3.914240 -2.436606 0.00 0.00 0.01 0.0634
H -4.450527 2.673912 -1.419246 0.00 0.00 0.01 0.0699
H -2.976863 2.309467 -2.330024 0.01 0.00 0.02 0.0473
H 2.123132 2.152961 -0.179993 -0.02 -0.01 -0.02 0.0831
H 2.877771 4.828077 1.072522 0.00 0.00 0.00 0.0767
H 3.430191 3.229741 1.608848 0.00 -0.01 0.01 0.0635
H 1.713428 3.674125 1.737263 0.05 0.02 -0.03 0.0649
H 3.971960 4.349079 -1.242020 0.00 0.01 -0.01 0.0645
H 3.481401 2.893189 -2.131750 -0.04 0.00 0.00 0.0796
H 4.442767 2.755923 -0.658065 0.00 -0.01 0.02 0.0633
Br -0.591990 -2.677282 -5.055619 -0.02 0.00 0.01 0.6859
C 0.274854 -1.042919 -5.481804 0.06 -0.07 -0.11 -0.7339
C 0.897198 -0.947327 -6.722206 -0.01 0.01 0.06 -0.1608
C 1.579375 0.209071 -7.062596 -0.01 -0.02 -0.03 -0.1149
C 1.643946 1.263696 -6.160886 -0.05 -0.02 0.09 -0.1003
C 1.019704 1.158491 -4.928423 0.06 0.03 -0.14 -0.1524
C 0.317014 0.006843 -4.577617 0.11 0.09 0.08 -0.7069
I -0.532230 -0.044652 -2.661262 -0.28 -0.03 -0.02 1.0722
H 0.852223 -1.786338 -7.403538 0.00 0.00 -0.01 0.0841
H 2.069721 0.278080 -8.026159 0.00 0.00 0.00 0.0895
H 2.189666 2.165687 -6.408304 0.00 0.00 -0.01 0.0949
H 1.080603 1.968632 -4.211568 -0.01 0.00 0.00 0.0891
C 6.402242 -0.459297 -2.230793 0.04 0.04 0.07 -0.0387
N 5.438706 -0.291457 -1.161370 0.09 -0.05 0.07 -0.0565
C 5.814037 -0.216746 0.137783 0.15 0.00 -0.07 -0.0888
C 4.914296 -0.077396 1.124822 -0.19 0.01 0.02 -0.0143
C 3.526589 -0.027653 0.726996 0.08 0.00 -0.11 -0.4094
N 3.149174 -0.123111 -0.539827 0.17 0.06 0.11 0.1614
C 4.069075 -0.247158 -1.530074 -0.29 0.04 -0.10 -0.5339
O 3.810496 -0.323234 -2.720012 0.02 0.00 -0.01 0.0383
N 2.561748 0.125837 1.625043 -0.29 0.02 -0.06 0.1623
H 7.402459 -0.336083 -1.815022 0.01 -0.02 -0.03 0.0776
H 6.227498 0.282686 -3.006800 -0.01 0.02 0.00 0.0882
H 6.311087 -1.444073 -2.689559 -0.03 -0.02 0.01 0.0914
H 6.879275 -0.268868 0.329760 -0.01 0.00 -0.02 0.1164
H 5.217555 -0.009136 2.158111 -0.01 0.00 0.01 0.0954
H 2.762336 0.160718 2.608879 -0.06 0.01 0.00 0.1082
H 1.560008 0.117363 1.222821 0.62 0.08 0.69 0.0371
```
Forces are in eV/Å.

The LUMO energy comes out at 4.04 eV. As for the HOMO energy: -0.7 eV. The total charge is -2.

No. 2
DFT (the ωB97M-V functional and the def2-TZVPD basis) results for C42H48Cl3EuN10O3SSe as an isolated structure in a non-equilibrium geometry.

Structure (XYZ):
```
109
Properties=species:S:1:pos:R:3:forces:R:3:lowdin_charge:R:1
Eu 10.311013 11.143908 13.876991 -0.85 -0.36 -0.26 1.5744
C 6.074887 14.018001 14.130491 0.22 -0.31 1.20 -0.0488
C 7.268826 13.141831 14.392611 1.08 -0.30 0.35 -0.2562
N 7.996581 12.637108 13.450861 0.12 0.48 1.52 -0.0127
N 7.782227 13.108185 12.204618 0.38 -0.04 -1.05 0.0391
C 8.719819 12.617897 11.388894 -0.62 -1.04 0.25 -0.5351
O 9.511843 11.659347 11.664948 -0.44 0.65 -0.32 -0.2653
C 8.731071 13.194805 10.000776 0.58 0.03 0.58 -0.1359
C 7.595057 13.604437 9.314729 0.18 -0.66 1.27 -0.0507
C 7.737011 14.115429 8.048447 -0.46 0.23 -1.07 -0.1192
C 8.983965 14.221573 7.426025 -0.06 -0.69 1.33 -0.1042
C 10.104847 13.796735 8.140829 0.55 0.51 -0.92 -0.0891
C 9.987669 13.351213 9.430466 -0.06 -0.12 0.60 -0.0385
C 7.721998 12.825150 15.817247 -2.17 1.07 -2.17 -0.2462
C 6.856293 13.047593 16.877838 -0.47 0.22 0.15 -0.0402
C 7.268500 12.663346 18.123687 0.42 -0.42 0.82 -0.0866
C 8.504924 12.054039 18.275350 -0.35 -0.21 -0.39 -0.0718
C 9.276159 11.891253 17.137370 0.41 -0.45 1.61 -0.3065
N 8.910373 12.326439 15.958056 1.39 -0.71 -0.91 0.0068
H 6.075170 14.367053 13.111026 -0.12 -0.01 -0.20 0.0509
H 6.022658 14.841441 14.852784 0.20 0.08 -0.24 0.0703
H 5.212971 13.397806 14.382943 -0.40 0.04 -0.41 0.0735
H 6.664784 13.481574 9.879774 0.05 0.22 -0.64 0.1080
H 6.836711 14.369811 7.495599 0.09 0.22 -0.02 0.0865
H 9.088524 14.623832 6.449906 -0.04 0.21 -0.80 0.0736
H 11.111325 13.820601 7.700231 -0.45 0.24 0.07 0.1050
H 10.853485 13.179095 10.063115 -0.16 -0.37 -0.23 0.0664
H 5.861711 13.465806 16.764047 0.18 -0.02 -0.28 0.0990
H 6.627781 12.767134 18.982523 -0.26 0.12 0.18 0.0926
H 8.815125 11.566591 19.186109 0.06 0.25 0.22 0.1006
H 10.208309 11.356441 17.257586 0.15 0.15 -0.49 0.0498
C 12.050953 6.751982 14.678838 0.52 0.76 0.10 -0.0695
N 13.187537 7.577971 14.300405 -0.60 -0.40 0.30 -0.1523
C 14.474329 6.923847 14.251185 -1.13 -1.10 0.33 -0.0863
C 12.973360 8.752055 13.616102 0.68 -0.42 -0.24 -0.4236
N 12.036385 8.943271 12.728926 -0.22 0.51 0.08 0.1291
C 11.669708 7.847959 11.910479 2.04 -0.17 -0.07 -0.2304
C 12.691142 7.145456 11.221993 -0.20 -0.41 0.28 -0.0331
C 12.429675 6.054129 10.382363 0.33 0.58 0.55 -0.1245
C 11.118099 5.679693 10.191517 0.23 -0.14 -0.18 -0.1365
C 10.119352 6.422317 10.769025 -0.64 -0.20 -0.61 -0.0607
C 10.365692 7.504608 11.605215 -1.39 0.65 0.06 -0.2598
N 9.358572 8.387269 11.964989 -1.19 -0.02 0.43 0.1415
C 8.140197 8.030038 12.280242 0.66 -0.66 0.15 -0.4296
N 7.780929 6.796559 12.776199 -0.16 -0.35 0.03 -0.1302
C 6.459818 6.213911 12.602677 0.01 -0.66 0.50 -0.0825
C 8.697265 6.010659 13.583700 -0.45 -0.26 -0.30 -0.0938
N 7.060257 8.852926 12.073288 1.06 0.40 -0.69 -0.1479
C 6.160092 9.228238 13.139826 0.06 0.66 0.40 -0.0918
C 7.153353 9.649736 10.858575 -0.07 -0.32 0.44 -0.0456
N 13.929493 9.661951 13.919630 0.61 0.80 0.83 -0.1061
C 14.194881 10.808813 13.080267 -0.33 0.10 -0.10 -0.0517
C 14.415351 9.856600 15.306549 0.99 -1.66 0.01 -0.0308
H 11.935528 5.941227 13.992976 -0.21 -0.88 -0.54 0.0718
H 11.134489 7.341167 14.731497 0.10 0.22 -0.04 -0.0261
H 12.250239 6.392809 15.678104 -0.04 -0.38 0.39 0.0830
H 14.369652 6.029260 13.620048 0.20 0.09 -0.30 0.0803
H 14.783931 6.507492 15.219538 -0.01 0.44 0.16 0.0795
H 15.205645 7.586792 13.860164 0.69 0.47 -0.30 0.0737
H 13.722910 7.437633 11.378040 0.01 0.18 0.03 0.1043
H 13.221421 5.527843 9.865376 0.17 0.06 0.11 0.0822
H 10.883951 4.847722 9.549530 -0.15 -0.16 -0.21 0.0837
H 9.106016 6.231352 10.422661 -0.06 0.03 0.44 0.1149
H 5.872680 6.624105 11.785543 0.28 0.36 -0.07 0.0776
H 5.840762 6.270657 13.525027 0.32 0.10 -0.32 0.0864
H 6.586588 5.130509 12.388849 0.00 0.46 0.07 0.0822
H 9.298173 6.722373 14.130404 0.47 0.00 0.15 -0.0271
H 9.269062 5.264258 12.998157 -0.03 0.43 0.12 0.0838
H 8.105058 5.458620 14.314683 -0.03 0.04 0.15 0.0812
H 6.604786 9.033298 14.136444 -0.06 0.02 -0.55 0.0150
H 5.204214 8.732782 13.047467 -0.55 -0.40 0.03 0.0531
H 5.933377 10.315123 13.088305 0.40 -0.47 -0.02 0.0838
H 8.163717 9.614548 10.455523 -0.15 0.00 0.06 0.0792
H 6.431730 9.285501 10.148659 -0.39 -0.27 -0.69 0.0675
H 6.900057 10.659648 11.059948 -0.10 1.15 0.25 0.0525
H 14.034647 10.557582 12.046640 -0.47 -0.13 -0.28 0.0694
H 15.242157 11.077028 13.150262 0.32 0.10 0.29 0.0968
H 13.616081 11.666123 13.436046 0.16 -0.17 -0.58 0.0570
H 14.847392 8.913235 15.756165 -0.59 0.77 -0.58 0.0837
H 13.636056 10.194526 15.959332 -0.50 0.27 0.29 0.0575
H 15.244433 10.571331 15.326356 -0.42 0.04 -0.30 0.0887
C 11.759757 10.293483 9.132290 0.03 -0.73 0.26 -0.0279
C 12.845640 11.162440 9.728327 -0.74 0.67 0.23 -0.3178
C 14.152919 11.158849 9.175249 -0.04 -0.62 -1.05 -0.0532
C 15.072996 12.015321 9.652611 0.98 0.97 0.76 -0.0523
C 14.759098 12.939328 10.683093 -0.64 0.07 0.09 -0.1811
C 15.696075 13.867322 11.205283 -0.67 -0.04 -0.15 -0.0785
C 15.290556 14.739899 12.186527 -0.58 -0.05 0.06 -0.0957
C 13.958278 14.694841 12.648620 0.02 0.49 0.54 -0.1429
C 12.987888 13.843423 12.136697 -0.25 0.27 1.02 -0.6506
S 11.365345 13.849750 12.788756 0.22 0.31 0.15 0.5533
C 13.407276 12.922403 11.149237 0.56 -0.67 -0.70 -0.2784
N 12.505866 12.000830 10.693577 0.57 -0.33 -0.79 0.1281
H 11.361126 10.691159 8.194477 0.26 0.20 -0.04 0.0711
H 10.892238 10.172534 9.789538 0.31 0.22 0.21 0.0672
H 12.156257 9.285870 8.926051 -0.10 0.24 -0.01 0.0709
H 14.439463 10.548748 8.299628 -0.48 0.03 0.66 0.1100
H 16.099311 12.049951 9.285279 -0.18 -0.17 -0.18 0.1056
H 16.655174 13.896255 10.734725 0.69 0.07 0.01 0.0807
H 15.938181 15.493551 12.636138 0.10 -0.31 -0.21 0.0926
H 13.663976 15.322051 13.509429 0.19 -0.30 -0.67 0.0953
Se 9.139305 9.093869 15.461362 0.33 0.37 -0.38 -0.2463
Cl 13.022717 12.245376 18.216563 0.06 0.37 0.30 0.5848
C 12.762363 13.544809 17.004050 0.38 0.33 0.32 -1.3947
Cl 14.102104 14.815423 17.164668 -0.91 -0.98 -0.09 0.4986
Cl 11.226762 14.351045 17.303552 0.23 -0.04 -0.16 0.6210
C 12.871107 12.734141 15.661197 -0.42 -0.67 -0.65 -0.8467
O 13.930377 12.847297 15.086188 0.30 0.39 0.09 -0.0231
O 11.915387 11.919831 15.411853 0.49 0.84 0.60 -0.2990
```
Forces are in eV/Å.

The LUMO energy (spin up / spin down) comes out at 4.28 / 4.28 eV. As for the HOMO energy (spin up / spin down): -0.7 / -1.0 eV. The total charge is -2. As for the expectation value of S²: 12.1417. As for the spin multiplicity: 7.